{
  "formula": "C41H37Cl5P2Sn",
  "method": "the ωB97M-V functional and the def2-TZVPD basis",
  "elements": ["Sn", "C", "C", "C", "C", "C", "C", "C", "C", "C", "H", "H", "H", "H", "H", "H", "H", "H", "H", "H", "H", "H", "H", "H", "H", "P", "P", "C", "C", "C", "C", "C", "C", "C", "C", "C", "C", "C", "C", "C", "C", "C", "C", "C", "C", "C", "C", "C", "C", "C", "C", "C", "C", "H", "H", "H", "H", "H", "H", "H", "H", "H", "H", "H", "H", "H", "H", "H", "H", "H", "H", "H", "H", "H", "H", "Cl", "C", "C", "C", "Cl", "C", "Cl", "C", "Cl", "C", "Cl"],
  "positions_angstrom": [[1.559, -0.695, 0.017], [1.512, -2.372, -1.975], [0.054, -2.099, -2.136], [-0.822, -3.138, -1.411], [-0.341, -3.495, -0.005], [0.461, -2.494, 0.797], [1.897, -2.577, 1.050], [2.805, -3.296, 0.091], [2.204, -3.511, -1.302], [-0.334, 1.719, 2.525], [1.987, -2.132, -2.961], [-0.183, -2.209, -3.219], [-0.790, -4.049, -2.036], [-1.868, -2.812, -1.418], [-1.244, -3.730, 0.577], [0.223, -4.431, -0.065], [-0.146, -2.187, 1.663], [2.234, -2.453, 2.103], [3.087, -4.263, 0.539], [3.740, -2.742, -0.016], [3.048, -3.791, -1.969], [1.536, -4.377, -1.285], [0.588, 1.627, 1.937], [-0.183, 1.999, 3.573], [-1.012, 2.421, 2.009], [-0.212, -0.259, -2.006], [-1.265, 0.209, 2.585], [-1.347, -0.104, -0.471], [-1.636, -0.311, 0.879], [-1.250, 0.610, -3.264], [-2.447, 0.153, -3.841], [-3.095, 0.919, -4.817], [-2.601, 2.168, -5.190], [-1.496, 2.702, -4.516], [-0.831, 1.922, -3.570], [1.588, 0.221, -2.725], [2.797, -0.057, -2.011], [4.044, 0.451, -2.432], [4.236, 0.632, -3.791], [3.105, 0.653, -4.614], [1.801, 0.508, -4.083], [-2.805, 0.550, 3.445], [-3.713, 1.422, 2.818], [-4.815, 1.909, 3.522], [-5.038, 1.530, 4.849], [-4.142, 0.650, 5.462], [-3.020, 0.179, 4.780], [-0.254, -0.879, 3.581], [1.119, -0.665, 3.824], [1.844, -1.609, 4.555], [1.232, -2.779, 5.011], [-0.111, -3.024, 4.720], [-0.848, -2.082, 4.007], [-2.322, 0.052, -0.984], [-2.637, -0.787, 1.004], [-2.872, -0.807, -3.552], [-3.985, 0.543, -5.320], [-3.044, 2.735, -6.010], [-1.132, 3.706, -4.748], [0.054, 2.335, -3.080], [3.056, -1.003, -1.435], [4.880, 0.502, -1.735], [5.239, 0.731, -4.207], [3.220, 0.791, -5.686], [0.963, 0.600, -4.778], [-3.514, 1.764, 1.799], [-5.504, 2.598, 3.037], [-5.922, 1.882, 5.389], [-4.311, 0.330, 6.487], [-2.281, -0.434, 5.297], [1.625, 0.229, 3.453], [2.909, -1.453, 4.750], [1.807, -3.518, 5.573], [-0.602, -3.950, 5.039], [-1.895, -2.259, 3.750], [-1.633, 2.906, -0.431], [0.040, 3.326, -0.594], [1.080, 2.529, -0.204], [2.368, 2.975, -0.156], [3.649, 2.000, 0.506], [2.683, 4.287, -0.624], [4.275, 4.910, -0.528], [1.640, 5.096, -1.144], [1.957, 6.683, -1.716], [0.315, 4.610, -1.152], [-0.960, 5.565, -1.792]],
  "atomic_forces_ev_per_a": [[-0.054, 1.795, 1.170], [0.526, 1.388, -0.176], [-0.829, -1.591, -2.306], [-0.163, 0.620, -0.635], [-0.346, -0.422, 0.204], [0.068, -2.195, 1.563], [-0.909, -0.700, 1.103], [0.181, -0.430, 0.413], [0.039, -1.403, -0.877], [-0.551, 0.493, 0.393], [-0.070, -0.104, 1.274], [-0.175, -0.311, 0.216], [0.015, 0.334, 0.202], [0.093, 0.022, 0.175], [0.226, 0.082, 0.013], [-0.210, 0.123, 0.173], [0.817, 0.214, -0.731], [-0.163, -0.022, -0.993], [-0.026, 0.046, -0.293], [0.191, -0.028, 0.073], [-0.438, 0.012, 0.395], [0.375, -0.226, 0.008], [-0.212, 0.049, 0.065], [0.241, 0.341, -0.214], [0.538, -0.047, 0.326], [0.071, -0.175, 1.669], [0.729, 0.218, -3.397], [-0.484, 0.931, -2.356], [-0.806, -0.399, 2.814], [-0.201, 0.576, 0.044], [0.290, -0.003, -0.048], [0.112, 0.053, -0.057], [0.410, 0.137, 0.271], [-0.100, -0.411, -0.071], [0.057, -0.031, -0.071], [0.391, -0.510, 0.062], [1.333, 0.686, -0.523], [-0.146, -0.713, -0.583], [-0.594, 0.775, -0.324], [-0.266, -0.328, 0.205], [0.152, 0.439, -0.043], [-0.370, 0.240, 0.402], [0.087, 0.041, 0.194], [0.037, -0.064, 0.063], [0.180, -0.418, -0.238], [-0.087, 0.080, -0.004], [0.019, 0.218, -0.147], [0.333, -1.046, 0.595], [-0.487, -0.001, 0.155], [0.017, -0.154, 0.031], [-0.009, 0.037, -0.112], [-0.291, -0.004, -0.061], [0.350, 0.216, 0.096], [0.674, -0.204, -0.237], [0.561, 0.213, -0.213], [0.162, 0.077, -0.092], [0.198, -0.055, 0.228], [-0.089, -0.190, 0.330], [-0.112, -0.345, 0.105], [-0.292, -0.125, -0.115], [-0.648, 1.527, -0.227], [-0.187, -0.503, -0.168], [-0.287, 0.251, 0.103], [-0.078, -0.024, 0.170], [0.232, 0.110, 0.336], [-0.112, -0.195, 0.247], [0.164, -0.138, 0.051], [0.399, -0.066, -0.202], [0.046, 0.102, -0.143], [-0.328, 0.104, -0.109], [-0.200, -0.239, 0.114], [-0.426, 0.035, -0.083], [-0.165, 0.279, -0.186], [0.291, 0.333, -0.073], [0.278, -0.111, 0.154], [-0.713, -0.111, 0.041], [1.969, 1.984, -0.918], [-0.651, -1.359, 0.783], [-0.773, 2.344, -1.260], [0.558, -0.125, 0.328], [-0.992, -0.750, 0.213], [0.402, 0.218, -0.033], [-0.162, -1.120, 0.391], [0.162, 0.148, -0.093], [0.398, -0.901, 0.673], [-0.169, 0.406, -0.222]],
  "mulliken_charge": [0.279, -0.898, 0.298, -1.289, -1.695, 1.216, -0.954, -1.129, -1.368, -1.180, 0.441, 1.068, 0.531, 0.433, 0.551, 0.301, 0.457, 0.059, 0.601, 0.361, 0.435, 0.272, -0.072, 0.660, 0.358, 0.212, 2.782, -0.566, -0.066, 0.568, -0.250, -0.706, -0.727, -1.012, -0.359, 0.785, 0.341, -0.830, -0.645, -0.792, -0.596, 0.289, -0.430, -0.629, -0.504, -0.659, -0.569, -0.338, -0.467, -0.633, -0.537, -0.868, -0.245, 0.415, 0.248, 0.425, 0.394, 0.384, 0.451, 0.686, -0.080, 0.425, 0.434, 0.412, 0.419, 0.281, 0.414, 0.367, 0.392, 0.260, 0.254, 0.410, 0.384, 0.398, 0.527, -0.179, -0.428, 0.073, 0.415, -0.183, 0.140, -0.218, -0.001, -0.219, 0.198, -0.182],
  "orbital_gap_ev": [6.13, 4.92],
  "homo_ha": [-0.2275, -0.2077],
  "e_lumo_ev": [-0.065, -0.730],
  "total_charge": 0
}